[1]
Density functional theory data (ωB97M-V with the def2-TZVPD basis set) for C25H67Cl12O28P7 as an isolated structure in a non-equilibrium geometry.

Summary:
Total energy, eV: -299583.027
HOMO-LUMO gap, eV: 7.7
LUMO, eV: 0.425

Element x y z (Å)
C1 2.785 0.156 0.818
O1 3.273 0.267 2.169
P1 2.265 0.152 3.426
O2 0.851 0.587 3.161
O3 2.410 -1.411 3.721
C2 3.710 -2.011 3.991
O4 2.992 0.943 4.611
C3 2.387 0.938 5.913
H1 2.331 1.076 0.451
H2 2.021 -0.619 0.755
H3 3.571 -0.118 0.114
H4 3.805 -2.862 3.316
H5 3.720 -2.470 4.980
H6 4.572 -1.371 3.803
H7 3.066 0.614 6.702
H8 1.524 0.276 5.983
H9 2.100 1.962 6.151
C4 -0.477 0.192 1.652
O5 -0.644 0.710 0.346
P2 0.361 0.249 -0.881
O6 1.771 0.303 -0.464
O7 -0.032 1.232 -2.098
C5 -1.408 1.516 -2.358
O8 -0.281 -1.175 -1.251
C6 0.207 -2.321 -0.587
H10 0.480 -0.298 1.829
H11 -1.359 -0.432 1.795
H12 -0.558 0.977 2.404
H13 -1.536 2.533 -1.989
H14 -2.034 0.843 -1.771
H15 -1.579 1.384 -3.427
H16 0.604 -2.998 -1.344
H17 -0.615 -2.930 -0.209
H18 0.981 -2.204 0.171
C7 -4.659 6.306 1.702
O9 -4.092 5.236 0.880
P3 -3.113 4.116 1.579
O10 -3.602 3.616 2.878
O11 -1.666 4.868 1.549
C8 -1.199 5.251 0.261
O12 -2.895 3.022 0.408
C9 -2.027 1.925 0.677
H19 -5.722 6.114 1.847
H20 -4.620 7.332 1.336
H21 -4.185 6.309 2.683
H22 -1.899 5.320 -0.571
H23 -0.364 4.632 -0.069
H24 -0.825 6.242 0.518
H25 -1.674 1.454 -0.240
H26 -2.559 1.198 1.291
H27 -1.138 2.300 1.184
C10 0.003 -7.664 -3.434
O13 0.394 -7.908 -2.098
P4 0.991 -6.670 -1.189
O14 2.187 -6.073 -1.833
O15 -0.282 -5.678 -1.050
C11 0.029 -4.394 -0.548
O16 1.145 -7.389 0.243
C12 2.198 -8.305 0.400
H28 0.810 -7.807 -4.153
H29 -0.447 -6.682 -3.578
H30 -0.799 -8.324 -3.764
H31 -0.843 -3.835 -0.206
H32 0.534 -3.754 -1.272
H33 0.676 -4.405 0.329
H34 2.801 -8.439 -0.498
H35 1.650 -9.225 0.604
H36 2.905 -8.081 1.198
C13 5.062 4.390 0.252
O17 4.793 3.042 0.702
P5 4.624 1.789 -0.281
O18 4.704 0.497 0.489
O19 3.207 2.141 -1.003
C14 2.816 1.471 -2.223
O20 5.742 1.965 -1.417
C15 7.151 1.627 -1.290
H37 5.965 4.749 0.745
H38 4.228 5.045 0.504
H39 5.250 4.461 -0.820
H40 2.193 2.201 -2.740
H41 2.117 0.697 -1.908
H42 3.550 1.041 -2.905
H43 7.393 0.832 -1.995
H44 7.424 1.111 -0.369
H45 7.832 2.441 -1.536
C16 -3.401 -2.714 3.687
O21 -2.573 -3.631 2.958
P6 -1.290 -3.092 2.041
O22 -1.567 -1.956 1.079
O23 -0.201 -2.767 3.207
C17 -0.004 -1.469 3.678
O24 -0.674 -4.449 1.373
C18 -1.331 -5.702 1.317
H46 -3.051 -1.692 3.541
H47 -3.389 -2.998 4.740
H48 -4.396 -2.863 3.268
H49 1.007 -1.175 3.399
H50 -0.030 -1.401 4.766
H51 -0.619 -0.697 3.216
H52 -2.230 -5.733 1.931
H53 -0.678 -6.491 1.691
H54 -1.568 -5.909 0.273
C19 -4.465 2.827 -1.231
O25 -3.407 3.592 -1.678
P7 -3.086 3.562 -3.317
O26 -2.971 2.186 -3.957
O27 -4.184 4.590 -3.957
C20 -4.249 4.828 -5.299
O28 -1.723 4.439 -3.491
C21 -0.410 3.941 -3.169
H55 -5.312 3.465 -0.977
H56 -4.160 2.187 -0.403
H57 -4.813 2.038 -1.899
H58 -5.215 4.551 -5.720
H59 -3.475 4.288 -5.844
H60 -4.228 5.864 -5.637
H61 0.277 4.155 -3.988
H62 -0.422 2.866 -2.988
H63 0.015 4.447 -2.302
C22 -4.078 -0.067 -3.464
Cl1 -5.486 0.435 -2.497
Cl2 -4.601 -1.281 -4.655
Cl3 -2.691 -0.615 -2.479
H64 -3.651 0.751 -4.044
C23 2.936 -2.501 -1.603
Cl4 2.787 -0.704 -1.805
Cl5 1.970 -3.492 -2.867
Cl6 2.315 -3.185 -0.055
H65 3.983 -2.772 -1.733
C24 1.461 2.943 0.055
Cl7 0.649 3.336 -1.380
Cl8 0.332 2.420 1.315
Cl9 2.412 4.366 0.582
H66 2.181 2.130 -0.044
C25 -3.017 -0.966 0.246
Cl10 -3.830 -2.242 -0.751
Cl11 -3.415 -0.997 1.998
Cl12 -3.518 0.633 -0.343
H67 -1.948 -1.076 0.066



[2]
Density functional theory data (ωB97M-V with the def2-TZVPD basis set) for a 6-piece molecular cluster, C25H67N5O7 overall in a non-equilibrium geometry.

Summary:
Total energy, eV: -48790.934
HOMO-LUMO gap, eV: 9.6
SMILES: COC[C@H](C)N.COC[C@H](C)N.COC[C@H](C)N.COC[C@H](C)N.COCCNCCOC.CC(C)O
LUMO, eV: 0.670

Element x y z (Å)
C1 3.019 1.308 -4.888
O1 1.702 1.260 -5.327
C2 0.796 1.635 -4.301
C3 -0.633 1.314 -4.728
C4 -0.780 -0.105 -5.241
N1 -1.236 2.244 -5.673
H1 3.154 0.675 -3.999
H2 3.356 2.316 -4.600
H3 3.729 0.932 -5.624
H4 1.015 1.103 -3.366
H5 0.884 2.718 -4.135
H6 -1.220 1.359 -3.800
H7 -0.362 -0.837 -4.539
H8 -0.184 -0.279 -6.141
H9 -1.820 -0.358 -5.428
H10 -1.320 3.165 -5.267
H11 -0.702 2.269 -6.532
C5 -0.148 -2.657 2.596
O2 -1.186 -2.835 1.655
C6 -2.370 -3.418 2.177
C7 -3.557 -2.818 1.439
C8 -4.849 -3.441 1.917
N2 -3.416 -2.933 -0.020
H12 -0.376 -1.844 3.295
H13 0.761 -2.498 2.024
H14 -0.032 -3.564 3.206
H15 -2.347 -4.503 2.029
H16 -2.464 -3.118 3.229
H17 -3.551 -1.743 1.642
H18 -4.900 -3.389 3.007
H19 -4.899 -4.508 1.670
H20 -5.718 -2.977 1.456
H21 -2.516 -2.524 -0.259
H22 -3.289 -3.914 -0.265
C9 0.745 -0.813 -1.208
O3 0.844 0.569 -0.923
C10 -0.364 1.189 -0.448
C11 -0.014 2.385 0.398
C12 0.921 3.319 -0.383
N3 0.549 1.996 1.701
H23 1.634 -0.975 -1.826
H24 -0.128 -1.080 -1.811
H25 0.832 -1.494 -0.356
H26 -0.902 1.535 -1.340
H27 -0.973 0.442 0.074
H28 -0.948 2.912 0.622
H29 0.993 4.265 0.162
H30 0.513 3.558 -1.367
H31 1.918 2.898 -0.458
H32 0.926 1.055 1.648
H33 1.348 2.584 1.910
C13 8.482 0.556 -0.555
O4 7.138 0.421 -0.179
C14 6.266 1.140 -1.044
C15 4.854 0.800 -0.703
C16 4.555 -0.700 -0.761
N4 3.954 1.574 -1.560
H34 9.080 0.073 0.218
H35 8.775 1.612 -0.618
H36 8.701 0.067 -1.512
H37 6.436 2.215 -0.894
H38 6.525 0.906 -2.087
H39 4.582 1.036 0.331
H40 3.511 -0.904 -0.511
H41 5.236 -1.321 -0.187
H42 4.562 -1.059 -1.808
H43 4.046 1.215 -2.507
H44 2.975 1.372 -1.370
C17 -7.930 3.584 2.116
O5 -7.046 2.866 1.309
C18 -6.031 3.695 0.770
C19 -4.985 2.833 0.102
N5 -3.935 2.417 1.054
C20 -4.436 1.515 2.094
C21 -3.242 1.076 2.936
O6 -3.706 0.395 4.079
C22 -2.783 0.430 5.129
H45 -8.724 2.918 2.449
H46 -8.380 4.435 1.585
H47 -7.430 3.978 3.016
H48 -5.540 4.234 1.593
H49 -6.489 4.386 0.053
H50 -4.450 3.484 -0.598
H51 -5.424 1.989 -0.439
H52 -3.222 1.914 0.536
H53 -4.946 0.643 1.671
H54 -5.065 2.072 2.786
H55 -2.630 1.963 3.137
H56 -2.578 0.378 2.394
H57 -1.818 -0.027 4.869
H58 -3.180 -0.132 5.976
H59 -2.596 1.456 5.473
C23 3.425 -5.144 2.579
C24 4.141 -4.457 1.416
C25 3.208 -4.152 0.279
O7 4.703 -3.220 1.849
H60 4.010 -5.111 3.497
H61 3.200 -6.191 2.346
H62 2.437 -4.708 2.751
H63 4.944 -5.120 1.077
H64 3.782 -3.923 -0.623
H65 2.458 -3.399 0.508
H66 2.674 -5.061 -0.020
H67 5.475 -3.397 2.396



[3]
Density functional theory data (ωB97M-V with the def2-TZVPD basis set) for a 10-piece molecular cluster, C25H68ClO27S9 overall in a non-equilibrium geometry.

Summary:
Net charge: -1
Total energy, eV: -192337.068
HOMO-LUMO gap, eV: 7.9
LUMO, eV: 1.778

Element x y z (Å)
Cl1 -0.188 -0.069 -1.000
O1 -1.574 0.167 -0.830
O2 0.030 -1.504 -0.883
O3 0.229 0.428 -2.291
O4 0.518 0.612 0.072
O5 1.943 5.868 -3.445
S1 1.974 5.205 -2.166
O6 2.511 5.836 -0.988
O7 0.476 4.827 -1.745
C1 -0.351 4.038 -2.637
C2 -1.644 4.797 -2.916
C3 2.733 3.574 -2.378
H1 -0.497 3.048 -2.207
H2 0.159 3.940 -3.599
H3 -2.353 4.769 -2.087
H4 -2.156 4.413 -3.796
H5 -1.367 5.845 -3.033
H6 2.751 3.127 -1.386
H7 3.745 3.707 -2.755
H8 2.176 2.958 -3.078
O8 -0.516 -6.077 0.720
S2 0.775 -6.199 0.109
O9 1.878 -6.806 0.791
O10 0.645 -6.857 -1.322
C4 1.781 -7.333 -2.036
C5 2.194 -8.746 -1.627
C6 1.277 -4.506 -0.343
H9 2.637 -6.672 -1.864
H10 1.590 -7.269 -3.104
H11 2.900 -9.150 -2.356
H12 1.285 -9.347 -1.601
H13 2.728 -8.787 -0.681
H14 2.273 -4.557 -0.786
H15 1.337 -3.961 0.595
H16 0.589 -4.150 -1.105
O11 0.057 -2.622 2.666
S3 -1.262 -2.157 3.057
O12 -2.445 -2.754 2.520
O13 -1.349 -2.162 4.669
C7 -0.171 -1.808 5.425
C8 -0.650 -1.040 6.618
C9 -1.401 -0.388 2.729
H17 0.521 -1.266 4.778
H18 0.369 -2.701 5.749
H19 0.186 -0.797 7.274
H20 -1.396 -1.624 7.156
H21 -1.130 -0.121 6.275
H22 -2.134 -0.010 3.430
H23 -1.623 -0.240 1.674
H24 -0.396 -0.005 2.906
O14 4.076 -1.459 -6.095
S4 3.190 -1.455 -4.956
O15 1.914 -2.108 -5.010
O16 4.047 -2.006 -3.709
C10 3.253 -2.274 -2.533
C11 4.137 -2.173 -1.314
C12 3.079 0.275 -4.421
H25 2.988 -3.330 -2.581
H26 2.402 -1.609 -2.382
H27 4.247 -1.177 -0.871
H28 5.172 -2.426 -1.556
H29 3.715 -2.740 -0.484
H30 4.068 0.616 -4.135
H31 2.415 0.360 -3.556
H32 2.602 0.844 -5.215
O17 -2.282 2.527 3.376
S5 -3.554 2.413 2.707
O18 -4.470 1.332 2.920
O19 -4.375 3.769 3.002
C13 -4.604 4.062 4.393
C14 -6.106 4.234 4.548
C15 -3.310 2.570 0.921
H33 -4.002 4.874 4.807
H34 -4.284 3.219 5.017
H35 -6.600 3.289 4.338
H36 -6.400 5.054 3.897
H37 -6.278 4.450 5.606
H38 -4.274 2.463 0.422
H39 -2.772 1.686 0.576
H40 -2.878 3.515 0.606
O20 3.146 3.524 1.257
S6 4.271 2.731 1.727
O21 5.135 3.160 2.797
O22 3.687 1.271 2.026
C16 2.598 0.915 1.114
C17 2.115 -0.463 1.495
C18 5.335 2.341 0.267
H41 2.943 0.975 0.086
H42 1.782 1.617 1.270
H43 1.249 -0.750 0.895
H44 1.811 -0.534 2.536
H45 2.925 -1.156 1.257
H46 6.104 1.614 0.505
H47 5.784 3.272 -0.074
H48 4.621 2.013 -0.482
O23 -1.505 5.156 -0.806
S7 -0.659 5.473 0.313
O24 0.071 6.709 0.423
O25 -1.560 5.315 1.669
C19 -1.121 5.967 2.857
C20 -1.880 7.272 3.057
C21 0.577 4.179 0.669
H49 -0.052 6.184 2.872
H50 -1.344 5.266 3.662
H51 -2.946 7.100 3.208
H52 -1.684 8.015 2.287
H53 -1.530 7.733 3.988
H54 1.109 4.451 1.577
H55 1.244 4.033 -0.176
H56 0.023 3.259 0.863
C22 -3.191 -3.296 -0.353
S8 -4.486 -3.403 -1.632
O26 -3.930 -4.172 -2.804
C23 -5.706 -4.497 -0.808
H57 -2.196 -2.981 -0.654
H58 -3.107 -4.289 0.095
H59 -3.646 -2.631 0.380
H60 -5.136 -5.353 -0.436
H61 -6.443 -4.965 -1.458
H62 -6.202 -3.868 -0.071
C24 -0.925 -3.099 -3.679
S9 -0.752 -4.910 -3.672
O27 -1.960 -5.480 -4.350
C25 0.668 -5.025 -4.863
H63 -1.671 -2.738 -2.974
H64 -1.187 -2.635 -4.634
H65 -0.050 -2.486 -3.435
H66 0.752 -6.051 -5.212
H67 1.579 -4.695 -4.358
H68 0.564 -4.345 -5.708